(1)
81
Properties=species:S:1:pos:R:3 method="wB97M-V/def2-TZVPD" e_tot_ev=-64189.770 homo_ev=-5.48 de_lowest_kcal_mol=104.8
C 6.4416 -1.3410 -0.1525
C 5.2506 -1.4692 0.7257
C 5.3038 -1.8501 2.0601
C 4.0289 -2.1641 2.6214
C 2.9566 -2.1247 1.6980
B 1.4575 2.4172 3.2785
C 1.9684 -3.1963 1.6320
C 1.6936 -3.9568 2.8002
C 0.6899 -4.9095 2.8214
C -0.0556 -5.1246 1.6734
C -1.2761 -5.9910 1.7482
F -2.3066 -5.4273 1.0465
F -1.0911 -7.2405 1.2558
F -1.7151 -6.1296 3.0357
C 0.2920 -4.5287 0.4628
C 1.3200 -3.5894 0.4374
O 1.9042 2.9651 4.4749
C 3.3562 2.9380 4.2752
C 4.0440 3.9997 5.1092
C 3.8416 1.5355 4.6416
C 3.4537 3.2126 2.7162
C 3.1529 4.6703 2.3268
C 4.6973 2.7562 1.9891
O 2.3411 2.4601 2.2168
S 3.5994 -1.3326 0.2191
H 7.3249 -1.5649 0.4479
H 6.4333 -2.0400 -0.9967
H 6.5267 -0.3280 -0.5452
H 6.2510 -1.9736 2.5819
H 3.8850 -2.4748 3.6416
H 2.2685 -3.7939 3.7139
H 0.4823 -5.4534 3.7352
H -0.2401 -4.7889 -0.4515
H 1.6287 -3.1736 -0.5191
H 5.1278 3.9215 4.9629
H 3.7214 4.9968 4.8094
H 3.8638 3.8544 6.1754
H 4.9350 1.4963 4.6604
H 3.4707 1.2628 5.6393
H 3.4733 0.7898 3.9218
H 3.9834 5.3368 2.5612
H 2.9867 4.6803 1.2409
H 2.2401 5.0299 2.8204
H 5.5934 3.2095 2.4273
H 4.8075 1.6653 1.9945
H 4.6184 3.0962 0.9496
C -1.2269 5.8470 3.8710
O -1.2513 5.0035 2.7001
C -1.0514 3.6628 2.7767
C -1.3031 2.8494 3.9180
C -0.7142 1.6083 3.9545
C 0.3426 1.2826 2.9787
C 1.1217 -0.0421 3.0259
C 0.7187 -0.9484 4.0257
C -0.4032 -1.8640 3.8061
C -1.2270 -2.0403 2.7005
C -2.3627 -2.8410 2.8340
C -2.7070 -3.4017 4.0749
C -1.9395 -3.1548 5.2162
C -0.7954 -2.3840 5.0579
N 0.0023 -1.7809 6.0331
C -0.2451 -1.8823 7.4725
C 0.9083 -0.9387 5.4383
C -0.0077 1.8200 1.6271
C -0.6401 3.0362 1.5604
H -1.1866 6.8605 3.4656
H -2.1386 5.7063 4.4650
H -0.3346 5.6521 4.4837
H -2.0351 3.1750 4.6669
H -1.0406 0.8580 4.6769
H 1.6347 -0.3379 2.1476
H -0.9733 -1.5436 1.7668
H -2.9969 -3.0157 1.9617
H -3.6051 -4.0186 4.1386
H -2.2126 -3.5456 6.1929
H -0.5491 -2.8998 7.7187
H 0.6783 -1.6169 7.9974
H -1.0441 -1.1963 7.7955
H 1.6101 -0.3380 6.0144
H 0.2928 1.2947 0.7314
H -0.8151 3.5879 0.6410

---

(2)
76
Properties=species:S:1:pos:R:3 method="wB97M-V/def2-TZVPD" e_tot_ev=-43712.215 homo_ev=-7.32 de_lowest_kcal_mol=59.2
C -3.9104 -2.8385 -2.5888
C -2.6677 -3.6107 -2.1506
C -2.8004 -5.0304 -2.6674
O -1.5461 -2.9889 -2.7410
B -0.8163 -2.3085 -1.6856
C 0.6553 -3.0573 -1.5464
C 1.4213 -2.8841 -0.3903
C 2.5991 -3.6277 -0.2024
C 3.0160 -4.5208 -1.2012
C 2.2490 -4.6843 -2.3656
C 1.0634 -3.9448 -2.5300
C -0.6521 -0.6472 -1.9784
C 0.4432 0.0673 -1.3020
C 0.3316 1.3005 -0.7119
O -1.4947 -2.4337 -0.4356
C -2.3769 -3.5303 -0.5606
C -3.6117 -3.2694 0.2801
C -1.6689 -4.7895 -0.0761
H -4.8231 -3.2970 -2.1924
H -3.8576 -1.7886 -2.2798
H -3.9636 -2.8594 -3.6843
H -3.6529 -5.5141 -2.1704
H -2.9882 -5.0077 -3.7444
H -1.8957 -5.6172 -2.4898
H 1.1242 -2.1671 0.3731
H 3.1659 -3.5112 0.7311
H 3.9364 -5.1049 -1.0664
H 2.5400 -5.3976 -3.1403
H 0.4768 -4.0871 -3.4375
H -0.5564 -0.6169 -3.0710
H -1.6211 -0.1823 -1.7037
H 1.4560 -0.3195 -1.4816
H 1.0738 2.0386 -1.1006
H -0.6646 1.6711 -0.3886
H -4.3062 -4.1123 0.1874
H -3.3287 -3.1667 1.3316
H -4.1164 -2.3555 -0.0393
H -2.3688 -5.6338 -0.0445
H -0.8250 -5.0486 -0.7316
H -1.2624 -4.6248 0.9253
C -2.8590 7.1816 3.0106
O -2.5959 6.7093 1.6812
C -1.8716 5.5697 1.5160
C -1.3802 5.3071 0.2053
C -0.4711 4.2845 -0.0076
C 0.0108 3.5198 1.0806
C 1.0865 2.5579 0.8817
C 1.3900 1.4775 1.8280
C 2.7811 1.1778 1.6984
C 3.3427 0.1566 2.4454
C 2.5629 -0.4989 3.4042
C 1.1897 -0.2195 3.5147
C 0.5913 0.7459 2.6997
C 3.3921 2.1564 0.7872
C 2.3951 3.0845 0.4042
C 2.6773 4.1349 -0.4763
C 3.9928 4.2802 -0.9405
C 4.9805 3.3513 -0.5638
C 4.6741 2.2691 0.2765
C -0.5524 3.7267 2.3516
C -1.4479 4.7570 2.6032
H -3.3750 8.1121 2.8076
H -3.5019 6.4821 3.5548
H -1.9271 7.3459 3.5660
H -1.6954 5.9763 -0.6136
H -0.1658 4.0348 -1.0273
H 4.4169 -0.0606 2.3536
H 3.0326 -1.1627 4.1429
H 0.5821 -0.7437 4.2544
H -0.4980 0.9002 2.7333
H 1.8685 4.7596 -0.8693
H 4.2185 5.0778 -1.6445
H 6.0025 3.5017 -0.9249
H 5.4268 1.5209 0.5554
H -0.2826 3.0511 3.1483
H -1.7668 4.9759 3.6342